28
Properties=species:S:1:pos:R:3 method="wB97M-V/def2-TZVPD" lumo_ha=-0.03592 e_tot_ev=-66221.4631 total_charge=0 smiles="CCCC[NH2+][C@@]1([O-])C(=O)C(Cl)=C(Cl)C(Cl)=C1Cl"
Cl -1.998 -1.456 2.386
C -1.985 -0.317 1.102
C -1.504 0.939 1.318
Cl -1.156 1.616 2.846
C -1.505 2.017 0.203
O -2.527 2.764 0.179
C -1.393 1.281 -1.175
O -0.714 1.812 -2.042
C -2.189 0.082 -1.315
Cl -2.577 -0.347 -2.913
C -2.471 -0.712 -0.211
Cl -3.377 -2.145 -0.377
C 4.500 3.410 1.918
C 3.475 2.511 1.231
C 2.062 3.064 1.168
C 1.092 2.070 0.532
N -0.200 2.779 0.268
H 5.460 2.888 1.958
H 4.657 4.344 1.371
H 4.211 3.665 2.941
H 3.806 2.323 0.202
H 3.454 1.542 1.747
H 1.703 3.287 2.185
H 2.045 3.996 0.580
H 1.443 1.674 -0.429
H 0.868 1.246 1.214
H -0.360 3.516 0.953
H -0.186 3.224 -0.655



28
Properties=species:S:1:pos:R:3 method="wB97M-V/def2-TZVPD" lumo_ha=-0.00380 e_tot_ev=-33111.6895 total_charge=0 smiles=Nc1c(N2CCOCC2)cc(Cl)c2nonc12
N 0.841 0.254 -2.478
C 0.602 0.839 -1.272
C -0.150 0.316 -0.318
C -0.190 1.106 1.035
C 0.344 2.383 1.384
C 1.357 2.904 0.318
N 2.203 3.985 0.285
O 2.446 4.008 -1.172
N 2.097 2.975 -1.895
C 1.344 2.149 -1.002
Cl 0.520 3.097 2.599
H -0.723 0.800 1.673
N -0.946 -0.657 -0.350
C 0.050 -1.984 -0.614
H -0.717 -2.645 -1.036
C 0.564 -2.340 0.940
H 1.416 -1.996 1.298
O -0.351 -1.806 1.933
C -1.856 -1.961 1.366
H -2.225 -1.560 2.329
C -2.084 -0.881 0.220
H -2.520 -1.425 -0.491
H -2.372 -0.042 0.449
H -1.876 -2.929 1.249
H 0.272 -3.401 0.718
H 0.848 -1.835 -1.177
H -0.056 -0.201 -2.586
H 1.164 0.847 -3.406



38
Properties=species:S:1:pos:R:3 method="wB97M-V/def2-TZVPD" lumo_ha=-0.15125 e_tot_ev=-61414.7601 total_charge=+1 smiles="Nc1nc(N(I)CCC(F)=C(F)F)n(CCOC=O)[n+]1S(=O)(=O)C(F)(F)F"
N 2.175 -2.489 0.221
C 1.525 -1.261 0.353
N 0.303 -1.310 0.889
C -0.082 0.039 0.911
N -1.282 0.357 1.359
I -2.178 2.191 1.446
C -2.135 -0.772 1.849
C -2.798 -1.571 0.666
C -3.755 -2.600 1.263
F -4.499 -2.225 2.363
C -3.942 -3.868 0.724
F -3.130 -4.874 1.003
F -4.896 -4.175 -0.130
N 0.877 0.900 0.441
C 1.021 2.344 0.293
C 0.299 2.914 -0.962
O 0.095 4.327 -0.810
C -1.126 4.709 -1.346
O -2.140 4.703 -0.752
N 1.875 0.030 0.051
S 3.379 0.289 -0.694
O 4.374 0.098 0.312
O 3.505 1.527 -1.392
C 3.766 -1.021 -2.003
F 4.502 -2.001 -1.532
F 2.633 -1.434 -2.599
F 4.475 -0.425 -2.946
H 2.179 -2.858 -0.728
H 3.130 -2.443 0.588
H -1.612 -1.425 2.568
H -2.996 -0.350 2.406
H -2.027 -2.139 0.105
H -3.397 -0.902 0.013
H 2.075 2.689 0.232
H 0.673 2.809 1.238
H 0.943 2.765 -1.858
H -0.681 2.418 -1.136
H -1.130 5.038 -2.410



28
Properties=species:S:1:pos:R:3 method="wB97M-V/def2-TZVPD" spin_multiplicity=2 lumo_ha="-0.23090 / -0.25102" e_tot_ev=-33337.5198 total_charge=+1
Ir 0.286 0.929 -0.312
N -1.831 0.955 -0.195
C -2.198 1.416 1.172
C -1.121 1.023 2.167
O -1.271 0.965 3.351
N 0.102 0.735 1.536
C 1.292 0.397 2.304
C 2.484 0.666 1.382
O 3.577 0.951 1.753
O 2.165 0.501 0.085
H -2.321 1.494 -0.903
H -2.128 -0.011 -0.329
H -3.162 1.029 1.494
H -2.251 2.506 1.172
H 1.294 -0.679 2.498
H 1.366 0.930 3.248
S 0.976 2.663 -1.415
C 0.355 4.101 -0.642
C -1.016 4.361 -0.551
C -1.448 5.540 0.023
C -0.517 6.453 0.511
C 0.843 6.195 0.418
C 1.290 5.025 -0.175
H -1.725 3.658 -0.969
H -2.505 5.761 0.080
H -0.858 7.379 0.954
H 1.560 6.906 0.804
H 2.348 4.814 -0.257